{
  "formula": "C19H19F16NO4",
  "method": "wB97M-V/def2-TZVPD",
  "relative_energy_kcal_mol": 14.0,
  "homo_lumo_gap_ha": 0.3466,
  "e_homo_ev": -9.12,
  "spin_multiplicity": 1,
  "elements": ["C", "C", "C", "C", "C", "C", "C", "N", "C", "O", "O", "C", "H", "H", "H", "H", "H", "H", "H", "H", "H", "H", "H", "C", "C", "C", "F", "F", "F", "F", "O", "C", "C", "F", "F", "F", "F", "H", "H", "H", "H", "C", "C", "C", "F", "F", "F", "F", "O", "C", "C", "F", "F", "F", "F", "H", "H", "H", "H"],
  "positions_angstrom": [[1.8190, -3.4217, -3.0625], [2.3508, -2.4668, -4.1051], [3.4255, -2.8604, -4.9016], [3.8923, -2.0075, -5.8934], [3.2976, -0.7621, -6.0801], [2.2482, -0.3349, -5.2732], [1.5966, 1.0152, -5.4080], [2.3314, 2.0487, -4.6513], [3.6213, 2.3760, -5.0892], [4.4688, 2.7463, -4.3428], [3.8406, 2.3047, -6.4276], [1.7832, -1.2098, -4.2928], [1.4471, -2.8957, -2.1906], [2.5986, -4.1266, -2.7966], [1.0016, -3.9847, -3.5088], [3.8904, -3.8230, -4.7524], [4.7062, -2.3062, -6.5348], [3.6657, -0.1421, -6.8816], [1.4006, 1.2757, -6.4479], [0.6323, 0.9339, -4.9150], [1.7939, 2.9026, -4.5665], [4.7247, 1.9301, -6.5250], [0.9573, -0.9153, -3.6598], [-2.7559, 1.3700, -1.3622], [-2.5176, 0.0628, -2.1369], [-3.1753, -1.2102, -1.6002], [-2.7105, -1.5208, -0.3746], [-2.8762, -2.2355, -2.4311], [-1.1906, -0.1354, -2.2916], [-3.0484, 0.2562, -3.3769], [-1.7289, 1.7999, -0.4856], [-1.6736, 1.3927, 0.8212], [-0.3810, 0.6262, 1.1094], [-0.3036, -0.4819, 0.3511], [-0.3832, 0.2491, 2.4124], [-2.7607, 0.6891, 1.1864], [-1.6470, 2.5047, 1.5907], [-2.7824, 2.1441, -2.1273], [-3.7351, 1.3853, -0.8837], [-4.2623, -1.0975, -1.5602], [0.4904, 1.2535, 0.9133], [-1.0889, 0.0730, 5.4344], [-2.3951, -0.5642, 5.9366], [-3.5028, 0.3716, 6.4245], [-3.1117, 1.0785, 7.5026], [-4.5760, -0.3726, 6.7835], [-2.1205, -1.4854, 6.8848], [-2.9252, -1.2287, 4.8698], [0.0110, 0.0983, 6.3294], [0.2010, 1.1282, 7.2142], [0.1786, 0.6318, 8.6618], [-1.0129, 0.0765, 8.9532], [0.3718, 1.6833, 9.4901], [-0.6679, 2.1367, 7.0203], [1.4393, 1.6246, 6.9920], [-0.7525, -0.5781, 4.6318], [-1.2616, 1.0456, 4.9740], [-3.8056, 1.0589, 5.6295], [0.9671, -0.1065, 8.8196]],
  "atomic_forces_ev_per_a": [[0.0, 0.3, -0.6], [0.2, -0.1, 0.2], [-0.1, 0.5, -0.2], [-0.4, 0.1, 0.2], [0.2, -0.2, -0.1], [0.1, -0.4, 0.1], [-0.2, 0.1, 0.2], [-0.3, -0.1, -0.8], [-0.2, 0.3, 0.2], [0.8, 0.3, 0.6], [-0.4, -0.9, -0.2], [0.2, -0.2, -0.1], [0.0, 0.0, 0.2], [0.0, -0.1, 0.3], [-0.2, -0.1, 0.1], [0.0, -0.1, 0.0], [0.1, -0.1, -0.1], [-0.1, 0.2, -0.1], [0.2, 0.1, -0.1], [-0.2, 0.1, 0.0], [0.0, 0.0, 0.4], [0.3, 0.5, -0.2], [-0.1, 0.1, 0.1], [-0.3, 0.5, -0.1], [0.4, 0.2, 0.2], [-0.1, -0.2, -0.1], [0.0, 0.1, 0.0], [0.0, 0.1, 0.0], [0.0, -0.1, 0.0], [-0.2, 0.0, 0.0], [0.2, -0.5, 0.0], [-0.3, 0.3, -0.2], [0.3, -0.1, 0.0], [-0.1, 0.0, 0.0], [0.0, 0.0, 0.0], [0.1, -0.1, 0.0], [0.0, 0.0, 0.1], [0.1, 0.0, 0.0], [0.0, -0.2, 0.1], [0.0, 0.0, 0.0], [-0.1, 0.1, 0.0], [0.3, 0.1, -0.5], [0.4, -0.2, 0.3], [-0.3, 0.0, 0.0], [0.1, 0.0, 0.0], [0.1, 0.0, 0.0], [-0.1, 0.1, 0.0], [-0.1, 0.1, -0.1], [-0.4, -0.1, 0.5], [0.0, 0.0, -0.5], [0.1, -0.1, 0.2], [0.0, 0.0, 0.0], [0.0, 0.0, 0.0], [0.0, 0.0, 0.1], [0.1, 0.1, 0.0], [0.0, -0.1, 0.0], [-0.1, 0.1, 0.2], [0.0, 0.0, 0.0], [0.0, 0.0, 0.0]]
}

{
  "formula": "C19H19F24NO5P",
  "method": "wB97M-V/def2-TZVPD",
  "homo_lumo_gap_ha": 0.1919,
  "e_homo_ev": -3.33,
  "charge": -1,
  "spin_multiplicity": 1,
  "elements": ["C", "C", "C", "C", "P", "N", "O", "O", "H", "H", "H", "H", "H", "H", "H", "C", "C", "C", "F", "F", "F", "F", "O", "C", "C", "F", "F", "F", "F", "H", "H", "H", "H", "C", "C", "C", "F", "F", "F", "F", "O", "C", "C", "F", "F", "F", "F", "H", "H", "H", "H", "C", "C", "C", "F", "F", "F", "F", "O", "C", "C", "F", "F", "F", "F", "H", "H", "H", "H"],
  "positions_angstrom": [[5.8836, -1.5875, 0.4637], [4.8265, -0.6746, 0.3267], [3.6899, 0.5389, 0.2996], [2.4001, 0.1841, -0.6476], [1.3358, -1.2616, 0.0290], [2.0406, -2.1393, 1.1996], [1.0303, -2.3454, -1.3250], [-0.2667, -0.6654, 0.5245], [6.6737, -2.4709, 0.3207], [4.2539, 1.4913, -0.1460], [3.3675, 0.8529, 1.4042], [1.6872, 1.1348, -0.5977], [2.1462, -3.1120, 0.7896], [0.6620, -1.7522, -2.0711], [-0.1451, -0.0085, 1.2618], [-2.6815, 0.7854, -1.4579], [-4.0868, 0.2129, -1.6963], [-4.8216, 0.7959, -2.8988], [-5.0270, 2.1292, -2.7843], [-6.0536, 0.2297, -3.0284], [-4.8203, 0.3401, -0.5582], [-3.9460, -1.1350, -1.8961], [-2.5813, 1.8212, -0.4768], [-2.8689, 3.1376, -0.9456], [-4.1071, 3.7484, -0.2787], [-5.2151, 2.9945, -0.4936], [-4.3756, 4.9842, -0.7812], [-2.9510, 3.1215, -2.2972], [-1.7706, 3.8835, -0.6473], [-2.0799, -0.0345, -1.0458], [-2.1727, 1.0537, -2.3915], [-4.2744, 0.6100, -3.8280], [-3.9667, 3.8404, 0.8015], [-9.5808, 3.7395, 0.2529], [-8.1818, 4.1604, 0.7273], [-7.2939, 3.0150, 1.2023], [-7.8166, 2.3608, 2.2662], [-6.0792, 3.4840, 1.6019], [-8.3036, 5.1214, 1.6818], [-7.5614, 4.7686, -0.3319], [-10.6382, 3.8820, 1.2054], [-10.7905, 2.7955, 2.1172], [-10.5252, 3.1996, 3.5723], [-9.2695, 3.6880, 3.7357], [-10.6368, 2.1303, 4.4066], [-10.0208, 1.7591, 1.7084], [-12.0789, 2.3791, 1.9831], [-9.8529, 4.4289, -0.5562], [-9.5847, 2.7501, -0.2198], [-7.1196, 2.2886, 0.4027], [-11.2305, 3.9669, 3.9021], [9.7348, -5.3992, 0.1748], [9.2572, -4.2175, -0.6824], [9.9201, -4.1087, -2.0515], [11.2595, -3.9303, -1.9662], [9.4349, -3.0352, -2.7352], [9.3949, -3.0658, 0.0275], [7.9098, -4.3746, -0.8733], [10.7325, -5.1032, 1.1559], [12.0775, -5.1057, 0.6803], [12.7430, -3.7275, 0.7731], [12.0655, -2.7948, 0.0568], [14.0075, -3.7584, 0.2713], [12.1072, -5.6231, -0.5708], [12.7453, -5.9928, 1.4669], [8.8675, -5.7245, 0.7629], [9.9992, -6.2762, -0.4280], [9.7290, -4.9992, -2.6581], [12.7937, -3.3844, 1.8098]],
  "atomic_forces_ev_per_a": [[-6.7, 5.4, -1.6], [6.5, -5.2, 1.2], [0.5, -0.4, 0.2], [-1.7, 0.3, 1.9], [2.3, 0.2, 0.4], [-1.2, -0.3, -2.5], [-1.4, 3.3, 0.5], [1.4, -0.1, -0.4], [-2.4, 2.6, 0.4], [-1.2, -2.2, 0.8], [1.1, -1.1, -2.1], [1.4, -1.7, -0.1], [-0.1, 1.3, 0.8], [1.1, -1.3, 1.6], [0.2, -1.0, -1.2], [1.0, -0.6, 0.3], [0.4, 0.0, 1.0], [-0.6, -0.1, -0.6], [-0.2, -0.5, -0.2], [0.1, -0.1, 0.2], [-0.1, 0.1, -0.4], [-0.1, 0.4, -0.5], [-1.2, 1.4, -1.0], [1.7, -1.7, -0.3], [-0.5, 0.4, 0.4], [0.9, 0.0, -0.6], [0.4, -0.3, -0.1], [0.1, 0.8, 0.5], [-0.8, 0.0, 0.2], [-0.2, 0.1, 0.2], [-0.4, 0.0, 0.1], [0.1, -0.1, 0.1], [0.2, -0.1, -0.2], [-0.6, 0.3, -0.9], [-0.4, 0.8, 0.2], [0.9, -0.6, 0.2], [0.4, 0.3, -0.2], [-0.7, 0.4, 0.5], [0.1, -0.3, -0.1], [-0.1, -0.6, 0.2], [0.6, -1.3, 1.3], [-0.1, 0.2, -2.2], [0.4, 0.3, 0.9], [-0.6, 0.0, -0.2], [-0.2, 0.1, -0.5], [-0.8, 0.1, 0.6], [0.4, 0.3, 0.6], [0.1, 0.0, 0.4], [0.2, 0.1, 0.3], [-0.2, 0.2, 0.0], [-0.1, -0.1, -0.2], [-0.6, -0.7, 0.7], [-0.2, 0.5, 1.0], [-0.1, 0.6, -1.1], [-0.5, 0.1, -0.2], [-0.1, -0.3, 0.4], [0.1, -0.3, -0.4], [0.5, -0.2, -0.3], [1.5, 0.5, -1.2], [-1.7, -1.5, 0.2], [0.2, 1.0, -0.1], [0.2, -0.5, 0.5], [-0.3, -0.4, 0.1], [0.7, 0.1, 0.6], [0.1, 0.7, -0.1], [0.2, 0.3, -0.1], [0.1, 0.4, 0.0], [-0.1, -0.1, 0.2], [-0.1, -0.2, 0.0]]
}

{
  "formula": "C19H19F7O10PS",
  "method": "wB97M-V/def2-TZVPD",
  "homo_lumo_gap_ha": 0.2516,
  "e_homo_ev": -12.23,
  "charge": 1,
  "spin_multiplicity": 1,
  "elements": ["C", "C", "O", "P", "C", "C", "O", "C", "C", "C", "C", "C", "C", "C", "O", "C", "F", "F", "C", "F", "F", "C", "F", "F", "C", "O", "O", "S", "C", "O", "O", "H", "H", "H", "H", "H", "H", "H", "H", "H", "H", "H", "H", "H", "H", "H", "H", "C", "C", "O", "C", "O", "O", "F", "H", "H", "H"],
  "positions_angstrom": [[3.2741, 3.7140, 0.5243], [4.1130, 2.8054, -0.3609], [3.4678, 2.3842, -1.6190], [2.1507, 1.5330, -1.5747], [0.7437, 2.5845, -1.8881], [-0.4963, 1.8007, -2.4648], [-0.6453, 1.6798, -3.6353], [-1.4257, 1.2735, -1.4365], [-1.6967, -0.0926, -1.4070], [-2.5451, -0.5715, -0.4144], [-3.1069, 0.2963, 0.5131], [-2.8642, 1.6662, 0.4615], [-2.0118, 2.1489, -0.5224], [1.8443, 0.6706, 0.1122], [0.8877, 1.0289, 0.6838], [2.8515, -0.3540, 0.6681], [3.4735, 0.2777, 1.6781], [3.7715, -0.5756, -0.3016], [2.2542, -1.6773, 1.2554], [3.0799, -2.0157, 2.2607], [1.0477, -1.4605, 1.7735], [2.1762, -2.9301, 0.3337], [3.3964, -3.2959, -0.0814], [1.7148, -3.9116, 1.1398], [1.1541, -2.8447, -0.8245], [0.0947, -2.3538, -0.6604], [1.5256, -3.4633, -1.9587], [2.3167, 0.2058, -3.2826], [3.9477, -0.4865, -3.3639], [2.2061, 1.1114, -4.3855], [1.2970, -0.7972, -3.2273], [3.4858, 3.4438, 1.5565], [2.2026, 3.6008, 0.4021], [3.5708, 4.7487, 0.4285], [4.9867, 3.3560, -0.6829], [4.5001, 1.9365, 0.1565], [0.4160, 3.0453, -0.9618], [1.0651, 3.3025, -2.6388], [-1.2512, -0.7492, -2.1373], [-2.7541, -1.6272, -0.3550], [-3.7480, -0.1069, 1.2823], [-3.3052, 2.3370, 1.1781], [-1.7992, 3.2072, -0.6018], [2.1513, -2.9394, -2.4706], [4.6569, 0.2962, -3.6019], [4.2101, -1.0852, -2.4975], [3.8665, -1.1468, -4.2259], [-6.1707, -2.7820, 4.3042], [-5.0818, -2.0287, 3.5765], [-5.8170, -1.2206, 2.6770], [-7.0386, -0.9814, 3.2559], [-7.7924, -0.1448, 2.9033], [-7.2436, -1.8360, 4.2861], [-4.2713, -2.8561, 2.8671], [-6.4653, -3.6824, 3.7639], [-5.9036, -3.0451, 5.3240], [-4.4671, -1.3927, 4.2163]],
  "atomic_forces_ev_per_a": [[0.3, -0.5, 0.4], [0.6, 0.7, 0.1], [0.0, -0.4, 0.4], [0.0, 0.6, 0.1], [-0.5, -0.6, -0.5], [-0.3, 0.0, 0.7], [0.2, 0.0, -0.7], [-0.1, -0.1, 0.1], [-0.3, 0.4, 0.2], [0.2, 0.2, 0.0], [0.0, 0.0, 0.0], [0.4, -0.3, -0.4], [0.1, -0.1, 0.2], [0.5, -0.3, -0.7], [-0.9, 0.4, 0.7], [-0.2, 0.2, 0.3], [0.0, 0.2, 0.0], [-0.1, -0.3, -0.1], [0.5, -0.6, 0.2], [0.1, -0.1, 0.0], [-0.1, 0.4, -0.1], [-0.5, -0.4, 0.2], [0.2, 0.4, -0.2], [0.0, 0.0, 0.0], [0.7, -0.1, -0.6], [-0.7, 0.3, 0.4], [-0.1, -0.2, 0.1], [-0.3, -0.1, -2.6], [-0.2, -0.3, 0.3], [0.5, 0.7, 0.4], [0.3, -0.6, 1.3], [0.0, 0.0, 0.2], [-0.2, 0.1, -0.1], [-0.2, 0.2, -0.3], [0.1, 0.0, -0.3], [-0.3, -0.4, 0.0], [0.3, 0.2, 0.2], [0.2, 0.1, 0.0], [0.0, -0.1, -0.1], [0.0, -0.1, 0.0], [-0.1, 0.0, 0.0], [-0.1, 0.1, 0.1], [-0.1, 0.1, 0.1], [0.1, -0.1, -0.1], [0.1, 0.2, 0.2], [0.1, 0.1, 0.1], [-0.1, 0.0, -0.2], [-0.1, -0.1, 0.2], [-0.1, -0.2, -0.3], [0.1, 0.1, 0.4], [-0.2, 0.0, -0.1], [0.0, 0.0, -0.1], [0.2, 0.0, -0.1], [0.0, 0.1, 0.0], [0.1, 0.0, -0.1], [-0.1, 0.1, 0.1], [0.1, -0.1, 0.0]]
}

{
  "formula": "C19H19FN2O3",
  "method": "wB97M-V/def2-TZVPD",
  "relative_energy_kcal_mol": 33.0,
  "homo_lumo_gap_ha": 0.3298,
  "e_homo_ev": -8.29,
  "spin_multiplicity": 1,
  "elements": ["O", "C", "N", "C", "H", "C", "N", "C", "C", "C", "C", "C", "C", "H", "H", "H", "H", "F", "C", "H", "C", "H", "H", "H", "H", "H", "H", "C", "C", "H", "O", "C", "C", "C", "C", "C", "C", "O", "H", "H", "H", "H", "H", "H"],
  "positions_angstrom": [[-1.3022, -2.4688, -0.3470], [-1.0560, -1.4020, 0.1736], [0.1676, -1.1068, 0.6702], [1.2193, -2.1001, 0.5655], [0.7717, -3.0268, 0.2053], [2.3169, -1.6272, -0.3914], [2.8228, -0.3581, 0.0820], [4.1279, 0.0212, -0.2011], [4.7677, 1.0178, 0.5479], [6.0766, 1.3903, 0.3342], [6.8186, 0.7510, -0.6445], [6.2251, -0.2492, -1.3929], [4.9057, -0.6038, -1.1802], [4.4659, -1.3713, -1.7968], [6.7894, -0.7560, -2.1610], [7.8459, 1.0308, -0.8138], [6.5038, 2.1660, 0.9502], [4.0927, 1.6475, 1.5469], [1.7755, 0.6380, 0.1478], [2.1728, 1.5906, 0.4899], [0.6821, 0.1678, 1.1146], [-0.0984, 0.9221, 1.1720], [1.1240, 0.0378, 2.1089], [1.3297, 0.7850, -0.8515], [3.1212, -2.3630, -0.3881], [1.9008, -1.5484, -1.4083], [1.6486, -2.2576, 1.5599], [-2.1404, -0.3251, 0.2939], [-2.1482, 0.5538, -0.9659], [-1.1967, 1.0706, -1.1039], [-3.1319, 1.5516, -0.8605], [-4.3499, 1.0569, -0.4503], [-5.4819, 1.8380, -0.6390], [-6.7238, 1.3616, -0.2659], [-6.8442, 0.0959, 0.2862], [-5.7212, -0.6802, 0.4949], [-4.4645, -0.2032, 0.1415], [-3.3771, -0.9924, 0.4061], [-5.7850, -1.6624, 0.9346], [-7.8150, -0.2847, 0.5638], [-7.5986, 1.9750, -0.4161], [-5.3612, 2.8125, -1.0847], [-2.3466, -0.0946, -1.8307], [-2.0022, 0.3084, 1.1826]],
  "atomic_forces_ev_per_a": [[-0.2, -0.1, -0.1], [-0.3, 0.1, 0.1], [0.4, -0.1, 0.2], [0.1, -0.3, -0.3], [0.1, 0.1, 0.1], [-0.1, -0.2, 0.3], [-0.1, -0.1, 0.3], [0.3, 0.1, 0.0], [0.1, 0.1, 0.0], [-0.2, 0.0, 0.0], [0.0, 0.0, 0.0], [0.2, 0.0, 0.0], [-0.2, 0.1, 0.1], [-0.1, -0.1, 0.0], [0.0, 0.0, -0.1], [0.1, 0.0, 0.0], [0.0, 0.1, 0.1], [0.0, -0.2, -0.1], [-0.2, 0.2, 0.2], [0.0, -0.1, 0.0], [0.1, 0.4, -0.2], [0.0, 0.0, 0.0], [0.0, 0.1, 0.0], [0.0, 0.0, 0.1], [0.0, 0.0, 0.0], [0.1, -0.1, 0.0], [0.0, 0.0, -0.1], [0.1, 0.3, -0.2], [0.2, -0.4, 0.1], [0.0, -0.1, 0.0], [-0.4, 0.2, 0.2], [0.0, -0.1, 0.0], [0.2, -0.1, 0.0], [0.0, 0.1, 0.0], [0.0, -0.1, 0.0], [0.2, 0.0, -0.1], [0.0, 0.2, 0.0], [-0.1, -0.1, -0.1], [0.0, -0.1, 0.1], [-0.1, 0.0, 0.0], [-0.1, 0.1, 0.0], [0.0, 0.1, -0.1], [0.1, 0.1, 0.1], [0.0, -0.1, -0.2]]
}

{
  "formula": "C19H19MnN3OS4",
  "method": "wB97M-V/def2-TZVPD",
  "relative_energy_kcal_mol": 0.0,
  "homo_lumo_gap_ha": [0.2826, 0.2833],
  "e_homo_ev": [-7.88, -7.82],
  "spin_multiplicity": 2,
  "elements": ["Mn", "C", "C", "N", "N", "C", "S", "S", "C", "C", "C", "C", "C", "C", "C", "C", "C", "C", "C", "C", "C", "O", "H", "H", "H", "H", "H", "H", "H", "H", "H", "H", "H", "H", "H", "H", "S", "C", "N", "C", "C", "S", "H", "H", "H", "H", "H"],
  "positions_angstrom": [[0.1825, -1.8358, 1.6243], [-0.6737, 2.4270, 1.4619], [-0.8477, 0.9313, 1.4221], [0.1807, 0.1345, 1.4857], [1.4206, 0.7928, 1.4879], [2.4390, 0.0249, 1.6078], [2.4163, -1.7126, 1.7763], [4.0499, 0.7063, 1.5539], [3.7483, 2.3732, 0.9001], [3.4950, 2.3853, -0.5830], [2.2327, 2.6687, -1.0899], [2.0039, 2.6667, -2.4597], [3.0376, 2.3800, -3.3378], [4.3033, 2.0975, -2.8397], [4.5277, 2.1003, -1.4727], [-2.2152, 0.4209, 1.3076], [-3.2587, 1.3343, 1.0553], [-4.5721, 0.9492, 0.9263], [-4.9023, -0.4000, 1.0639], [-3.9130, -1.3206, 1.3091], [-2.5589, -0.9472, 1.4217], [-1.6907, -1.9134, 1.6271], [0.3261, 2.6881, 1.7804], [-1.3970, 2.8693, 2.1448], [-0.8493, 2.8531, 0.4714], [4.6640, 2.9164, 1.1393], [2.9295, 2.8258, 1.4543], [1.4258, 2.8806, -0.4015], [1.0150, 2.8892, -2.8406], [2.8606, 2.3782, -4.4056], [5.1166, 1.8747, -3.5183], [5.5143, 1.8688, -1.0875], [-3.0278, 2.3833, 0.9442], [-5.3359, 1.6878, 0.7256], [-5.9323, -0.7234, 0.9815], [-4.1471, -2.3707, 1.4364], [0.3891, -4.2566, 1.9117], [-0.2836, -4.1530, 0.3774], [-1.5912, -4.2282, 0.1118], [-1.9886, -3.6705, -1.1770], [-0.8366, -4.0031, -2.1138], [0.6461, -3.8720, -1.0657], [-2.1866, -4.0723, 0.9164], [-2.1195, -2.5883, -1.0790], [-2.9227, -4.1162, -1.5140], [-0.7631, -3.3046, -2.9429], [-0.9111, -5.0195, -2.4974]],
  "atomic_forces_ev_per_a": [[0.2, 0.1, 0.0], [0.0, 0.0, 0.0], [0.1, 0.0, 0.1], [0.0, -0.1, 0.0], [0.0, 0.1, 0.0], [-0.1, -0.1, -0.2], [-0.1, 0.0, 0.1], [0.0, 0.0, 0.0], [0.0, 0.0, 0.0], [0.0, 0.0, 0.0], [0.0, 0.0, 0.0], [0.0, 0.0, 0.0], [0.0, 0.0, 0.0], [0.0, 0.0, 0.0], [0.0, 0.0, 0.0], [-0.1, 0.0, 0.0], [0.0, 0.0, 0.0], [0.0, 0.0, 0.0], [0.0, 0.0, 0.0], [0.0, 0.0, 0.0], [0.0, 0.1, 0.0], [0.0, 0.0, 0.0], [0.0, 0.0, 0.0], [0.0, 0.0, 0.0], [0.0, 0.0, 0.0], [0.0, 0.0, 0.0], [0.0, 0.0, 0.0], [0.0, 0.0, 0.0], [0.0, 0.0, 0.0], [0.0, 0.0, 0.0], [0.0, 0.0, 0.0], [0.0, 0.0, 0.0], [0.0, 0.0, 0.0], [0.0, 0.0, 0.0], [0.0, 0.0, 0.0], [0.0, 0.0, 0.0], [0.0, -0.1, 0.0], [-0.1, 0.1, 0.1], [0.0, 0.0, 0.0], [0.0, 0.0, 0.0], [0.0, 0.0, 0.0], [0.0, 0.0, -0.1], [0.0, 0.0, 0.0], [0.0, 0.0, 0.0], [0.0, 0.0, 0.0], [0.0, 0.0, 0.0], [0.0, 0.0, 0.0]]
}